The following is a DFT calculation (ωB97M-V/def2-TZVPD) of a 2-piece molecular cluster, C4H9N2S overall.

Atoms and positions in Å:
C1 -0.505 2.215 0.835
C2 0.420 -0.688 -0.061
C3 -1.032 -0.946 -0.114
C4 1.274 -1.866 -0.288
N1 0.953 0.461 0.057
N2 -0.832 2.621 -0.360
S1 -0.421 2.207 2.372
H1 -1.289 -1.161 -1.125
H2 -1.591 -0.164 0.391
H3 -1.214 -1.816 0.536
H4 2.232 -1.660 0.216
H5 1.463 -2.221 -1.337
H6 0.859 -2.566 0.366
H7 2.052 0.536 -0.028
H8 -0.793 1.841 -1.056
H9 -1.578 3.206 -0.405

Values from the calculation:
- total charge = +1
- LUMO (eV) = -5.2
- energy above the lowest of the compared OMol25 structures with the same formula, charge and spin (kJ/mol) = 275.8